A 20-piece molecular cluster, C40H120O20 overall at a distorted geometry. Source: the OMol25 dataset; level of theory: the ωB97M-V functional and the def2-TZVPD basis.

Structure (XYZ):
```
180
Properties=species:S:1:pos:R:3:forces:R:3
H 4.025 -0.217 -2.841 0.71 0.39 0.37
O 1.504 3.735 2.963 -0.27 -0.19 0.33
H -6.161 5.459 2.358 -0.10 0.16 0.04
H -2.599 3.689 1.756 0.02 -0.24 -0.28
H 3.903 1.408 -0.069 -0.19 -0.04 0.22
H 3.933 -3.763 -4.051 -0.23 -0.14 -0.71
H -6.431 1.315 -1.854 -0.09 0.01 0.27
H 5.445 2.513 -2.268 0.48 -0.44 -0.65
O -1.694 -3.033 4.679 -0.11 0.22 0.02
H 1.685 0.133 -2.621 0.15 -0.18 -0.12
H 1.092 4.204 4.902 -0.38 0.02 0.03
H -2.210 -8.235 4.200 -0.49 -0.58 0.40
C -0.262 4.996 -0.227 -1.25 0.99 1.58
H 0.342 -4.971 -2.116 0.30 0.63 0.34
H -2.847 3.839 -1.497 0.17 0.02 0.02
C -0.899 -2.410 3.660 -0.02 -0.01 -0.09
H -7.004 1.416 -0.164 -0.42 -0.15 0.43
O -4.466 0.980 0.860 0.03 -0.90 -0.14
O -5.351 -3.311 4.464 -0.14 0.72 -1.49
H -2.042 0.640 4.693 -0.19 -0.21 0.19
H -0.809 0.821 -4.647 0.86 -0.59 -0.42
O -1.932 -1.209 -3.325 -0.34 1.23 -1.25
O -1.402 4.298 -3.708 -0.25 0.50 -0.19
H -0.952 1.135 1.247 0.02 -0.69 0.13
H -4.226 0.814 -1.171 0.85 -0.38 -0.59
H -0.200 3.545 2.627 -0.34 -0.03 0.29
H 2.359 6.351 4.892 -0.72 -0.17 -0.58
H 0.322 -4.185 3.812 0.00 0.38 -0.22
H 4.317 -3.762 -1.025 0.44 0.17 -0.16
H 5.961 0.839 -4.262 0.46 0.37 0.30
H 1.541 3.271 -5.014 -0.01 0.11 -0.41
H -6.030 3.845 1.611 0.15 0.73 -0.08
H -0.461 5.117 0.881 0.19 0.36 -0.97
H -2.886 -4.311 -1.133 0.15 0.07 0.36
H -3.839 -2.039 -1.266 0.22 -0.31 0.22
C -4.948 0.574 -0.420 -1.25 2.16 0.50
H 3.060 -4.645 -5.452 0.64 0.16 0.66
H 1.288 -2.161 -3.046 -0.27 -0.54 -0.73
H 3.405 -5.275 0.524 -0.54 0.55 0.24
C -0.856 0.037 1.090 -0.47 0.61 0.02
C -3.461 -2.429 -0.305 -1.31 0.93 0.29
H 3.933 -0.085 2.349 -0.22 0.15 -0.64
O 3.451 -0.963 -3.005 -1.06 0.25 -0.44
C -5.617 -2.643 3.168 0.52 -1.11 0.52
H -0.599 0.029 -2.224 -0.56 -0.47 -0.14
H -3.657 -1.639 2.876 0.57 -0.53 0.15
H -4.416 4.399 -2.028 1.09 0.19 -0.72
H -4.091 4.356 3.164 -0.03 0.02 0.21
H -4.341 -2.763 0.283 0.37 -0.06 -0.36
C -5.576 4.862 1.667 -0.33 -0.77 -1.01
H 0.967 0.252 -0.118 -0.36 0.09 0.31
H -0.128 1.681 3.687 -0.54 0.10 0.18
C 0.560 -0.316 0.744 1.13 -0.06 -0.25
H -3.280 5.189 -4.218 0.55 -0.30 0.17
H -6.691 -2.428 3.212 0.35 0.49 -0.23
C 6.172 1.672 -2.285 1.00 1.60 1.12
C -1.456 1.085 -3.840 0.31 -0.57 -0.01
C 0.444 -3.097 3.680 0.17 0.03 1.99
H -5.722 2.519 -0.749 -0.57 -0.51 -0.03
H -1.588 3.462 -4.146 -0.17 0.09 0.00
O 5.469 0.631 -1.693 -1.14 -1.10 0.50
H 4.897 -1.706 3.588 0.25 -1.37 -0.67
H 2.779 6.194 3.261 0.21 -0.34 -0.69
H 0.377 3.046 0.178 0.35 -0.24 -0.13
C -2.211 -7.256 3.767 0.21 1.16 -0.23
H 7.190 2.156 -4.127 -0.06 -0.34 0.12
H 3.533 -3.688 1.366 0.26 -0.02 -0.18
C 1.999 5.028 -3.866 -0.95 -0.45 0.13
H 1.098 -2.892 2.852 0.02 0.23 -0.50
C 3.354 1.076 4.087 0.61 0.71 0.59
H -3.088 2.071 4.534 -0.19 0.32 0.48
H -2.359 1.339 -4.369 -0.84 0.16 0.29
C 2.181 -0.388 -3.459 0.67 -0.30 0.47
H -0.778 -1.335 3.863 -0.08 -0.24 -0.01
H -4.842 -4.089 4.218 0.41 -0.17 0.08
H -3.633 3.059 -2.885 0.32 0.87 0.30
H -1.585 -0.234 0.295 0.65 0.12 0.42
C -6.149 1.490 -0.805 1.49 0.04 -0.66
H 2.774 -0.860 3.511 0.48 0.22 -0.49
H -5.598 5.339 0.643 -0.05 -0.54 1.07
H 1.954 -4.164 0.821 0.22 -0.45 -0.10
H 2.576 5.172 0.413 0.21 -0.60 -0.26
H 0.908 -2.709 4.622 0.11 -0.58 -0.70
C 1.981 5.912 3.929 0.38 1.03 1.50
C 3.677 -0.218 3.384 -0.29 -0.87 1.22
H 2.399 -4.550 -3.829 0.30 -0.34 -0.01
H 3.063 3.494 -0.972 0.41 0.33 0.41
H 3.231 -1.756 -1.545 0.22 0.19 -0.86
H 5.583 -6.917 -4.714 -0.30 0.88 0.13
H 2.794 4.112 4.575 -0.01 -0.45 -0.21
H 4.714 3.740 -0.313 0.64 0.29 -0.37
C 6.751 1.285 -3.616 -0.55 -0.02 -0.76
C 1.836 4.439 4.154 0.75 0.01 -0.23
H 2.088 4.030 2.255 0.56 0.12 -0.45
H 1.064 6.404 3.624 -0.19 0.08 0.02
H 2.424 0.346 -4.201 -0.03 0.47 -0.56
H -2.245 -7.342 2.683 0.34 -0.12 -0.09
H 6.011 -0.057 -1.299 0.31 0.11 -0.14
H 7.003 2.016 -1.602 -0.59 -0.29 -0.54
H -3.302 -6.111 5.209 -0.14 0.24 0.66
C -4.155 4.731 2.147 0.02 0.01 -1.02
H -2.626 1.226 3.142 -0.32 -0.66 -1.20
H -5.456 -3.326 2.314 -0.18 -0.25 0.54
H -0.575 -6.353 -1.705 -0.73 -0.30 0.23
H -4.335 -6.662 3.897 -0.01 -0.35 0.04
H 4.219 -5.913 -2.887 0.19 -0.02 -0.05
H 3.824 3.369 -4.468 -0.18 -0.19 0.23
H -2.477 -4.548 3.734 -0.45 -0.23 0.14
H 2.196 5.288 -2.822 0.10 0.19 -0.33
C -2.469 -3.529 -0.483 1.02 0.09 -0.30
H -2.463 -2.484 4.902 0.20 -0.21 -0.24
H 7.514 0.517 -3.470 0.07 0.11 -0.09
H -2.195 -3.955 0.503 0.04 0.04 -0.54
H -2.327 0.429 -2.094 -0.36 -0.33 0.68
O -1.293 -3.050 -1.202 -1.02 -0.68 -0.15
C -4.710 -1.449 2.923 -1.67 0.52 0.24
H -1.259 -6.799 4.095 -0.31 -0.10 -0.41
O 5.294 -5.983 -4.683 1.22 -0.62 -0.40
H -4.974 -0.965 1.978 -0.02 -0.04 0.18
C 3.022 -4.233 0.568 -0.38 -0.15 -0.26
C -0.334 3.544 -0.478 1.59 -1.12 -1.95
H 0.229 -5.290 -4.490 0.57 -0.05 0.11
O 3.246 4.600 0.835 -0.07 -0.26 -0.01
C -3.406 4.055 -2.404 -1.63 -1.32 0.73
H 1.066 5.491 -4.224 0.24 -0.11 0.36
C 4.096 -5.882 -3.975 -1.91 -1.27 -0.20
O -1.121 3.280 2.855 -0.07 -0.10 0.06
C 3.351 -4.648 -4.375 -0.39 1.17 0.12
H -0.732 2.860 4.851 -0.12 0.01 0.07
H -4.935 -0.738 3.713 0.34 0.39 0.11
C 3.587 2.184 0.634 0.34 0.83 -0.21
H 1.857 -2.010 -4.809 -0.07 -0.26 0.37
H 1.481 -1.826 -0.047 0.44 -0.37 -0.13
C 1.921 3.532 -4.029 0.16 -0.98 -0.12
O 1.360 -6.753 -2.241 0.00 1.42 -0.67
C -0.353 -5.953 -3.855 0.61 -0.33 0.08
H 1.002 6.526 -0.616 -0.45 -1.43 0.10
H 2.728 -4.076 -1.603 -0.37 -0.07 0.19
O -3.230 -5.083 3.407 0.22 0.16 0.11
H -1.045 5.514 -0.779 -0.14 0.12 0.01
H 1.268 -0.129 1.592 -0.60 0.14 -0.35
C -2.279 1.513 4.096 1.15 0.78 0.31
H -0.081 3.326 -1.577 -0.36 0.16 1.58
O 2.999 -2.209 -0.727 -0.35 -0.06 1.11
C 1.361 -1.542 -3.954 -0.81 0.63 0.20
O 0.998 5.535 -0.584 0.86 1.13 -0.16
O 3.218 2.921 -3.859 -0.02 0.23 -0.11
H -1.006 1.926 -3.355 0.05 0.74 0.24
H -4.146 1.877 0.775 0.19 0.68 0.17
H -1.113 -0.504 2.012 -0.22 0.41 -0.38
C -2.638 4.928 -3.346 -0.06 0.79 -0.43
H 2.563 2.093 0.937 -0.68 -0.55 0.07
C 3.271 -3.592 -0.788 0.54 -0.29 0.13
H 2.449 1.537 3.693 -0.05 -0.12 -0.14
H -3.708 5.708 2.053 0.37 0.53 0.51
H -3.095 -1.548 0.249 0.20 -0.49 -0.15
H 4.148 1.846 4.020 -0.20 -0.50 -0.16
H -1.813 -1.889 -2.692 0.33 -1.47 1.39
H 1.105 -7.561 -1.845 -0.19 -1.23 0.51
H 2.774 5.320 -4.551 0.57 0.63 -0.06
H -2.343 5.904 -2.915 -0.17 -0.54 0.03
C -3.343 -6.298 4.151 0.47 -0.17 -0.53
H -0.802 -2.428 -0.658 0.46 0.20 0.63
H -1.320 -5.502 -3.919 -0.97 0.01 0.22
H 1.260 2.972 -3.360 0.12 0.49 0.33
H 4.179 2.133 1.548 0.21 0.08 -0.10
C 0.149 -5.985 -2.403 0.55 -0.16 -1.04
H 3.420 -6.723 -4.264 0.48 0.19 0.47
C -0.996 2.334 3.929 0.26 -0.27 -0.37
O 0.637 -1.698 0.417 -0.75 0.09 0.11
C 3.693 3.544 -0.058 -1.11 -0.24 0.35
O 4.789 -0.888 4.027 -0.60 1.82 0.60
H -1.277 3.096 -0.240 -0.72 0.12 0.07
C -1.580 0.017 -2.759 0.63 1.00 -0.67
H -0.354 -6.936 -4.341 -0.14 0.10 0.26
O -3.422 3.870 1.259 0.07 -0.16 0.54
H -5.155 -0.474 -0.397 -0.25 -0.53 0.06
H 0.336 -1.218 -4.265 0.82 -0.35 0.35
H -1.370 -2.520 2.687 -0.29 -0.03 -0.24
H 3.206 0.908 5.164 -0.03 -0.14 -0.30
```
Positions in Å, forces in eV/Å.

Calculated values
**M**: 921.4 g/mol
**Total charge**: 0
**Total energy**: -3100.6315 Ha
**HOMO**: -9.749 eV